Formula: C12H30ClHgN2O4
Source: the OMol25 dataset
Level of theory: wB97M-V/def2-TZVPD

## Properties
HOMO-LUMO gap (Eh): 0.30476
ΔE to the lowest compared entry with this formula, charge and spin (kJ/mol): 156.8
Lowest unoccupied orbital energy (eV): -3.55
Net charge: +1
F_max (eV Å⁻¹): 3.22

CARTESIAN COORDINATES (ANGSTROEM)
H -4.12371 -2.43094 -1.11856
O -1.01762 0.00187 2.03436
H -0.35786 -2.87700 -3.61401
C -3.99624 -1.50069 1.22865
C -1.54326 -0.62348 3.18139
H 0.51572 -2.86499 -2.16366
H -2.14889 -3.90891 -2.21234
O 4.03319 1.98364 1.42467
H 0.26202 2.09454 -2.13447
N 1.00007 1.36872 0.25802
H 5.39310 2.60513 2.95542
C 0.26656 1.24343 -2.81543
C 3.38983 2.37555 0.24362
H 1.33216 2.33302 2.09570
H -1.95898 -1.59532 2.91531
Cl -2.63772 1.31359 -0.69435
C -3.27005 -2.78098 -0.53818
H 2.78646 3.22192 0.57180
H -0.24610 1.27636 3.42645
C -2.00401 -3.24089 -1.36331
H 2.62600 1.12257 -1.32791
H -0.69865 -0.72222 3.86329
H -3.63092 -3.67536 -0.03029
H -1.18930 -3.71010 -0.81177
H -2.36947 -0.07122 3.62913
H 4.16467 2.77390 -0.41141
C 2.40881 1.19919 -0.26252
H -4.68769 -1.06473 0.50758
C -0.30622 1.25990 2.33825
H -2.17749 -1.69757 -2.63936
O 0.28964 -0.03097 -2.13840
H 4.61474 3.92197 2.26763
H -3.81329 -0.66823 1.90810
H -0.73843 1.22175 -3.23689
C -0.20433 -2.26790 -2.72320
H -4.36449 -2.32177 1.84372
H 0.12541 -0.56689 -4.11551
H 1.96133 0.80546 2.17323
C 0.52329 -0.96733 -3.18308
O -2.79360 -1.89817 0.54567
C 1.11931 1.33112 1.72289
H 2.74573 0.18753 -0.03639
H 1.54484 -1.28458 -3.39260
H 1.04624 1.33330 -3.57181
H 0.66999 2.31317 0.11962
Hg -0.84185 -0.54918 -0.16671
H -0.97101 2.10207 2.14615
C 4.97997 2.93029 2.00060
H 5.78453 3.01613 1.27025
N -1.49240 -2.01669 -1.96935


Formula: C17H27N3O2S
Source: the OMol25 dataset
Level of theory: wB97M-V/def2-TZVPD

## Properties
HOMO-LUMO gap (Eh): 0.30450
ΔE to the lowest compared entry with this formula, charge and spin (kJ/mol): 79.7
Lowest unoccupied orbital energy (eV): 0.72
F_max (eV Å⁻¹): 0.97

CARTESIAN COORDINATES (ANGSTROEM)
O -3.68945 -0.19492 -1.06987
C 1.72444 -1.52674 1.85488
H 1.31730 -1.45521 -2.56271
H 5.27168 1.97341 -0.51824
C -2.04863 3.11077 0.38647
H 5.24937 0.78342 0.78507
H 6.31431 0.54630 -0.59579
C 4.25001 0.15461 -1.03980
H 2.65167 -1.43154 2.43074
N 2.93872 0.75921 -0.80837
C -0.63147 -0.70524 1.70293
H -2.78084 -2.58834 -0.07866
S 1.14959 -3.22402 -0.61204
N 1.92268 -0.95824 0.54326
H 0.31581 -1.46903 3.47178
C 1.54082 -1.61423 -0.57317
C -0.76098 3.49844 -0.33850
C -5.52378 -1.74852 -0.61043
H 3.10620 0.58607 1.25696
H 1.10352 1.12554 -1.68744
H -0.44100 4.48582 -0.01656
H 0.87678 0.13059 2.97057
H 4.45194 0.22138 -2.11081
H 1.50747 -2.58628 1.70714
C -4.45240 -1.26487 -1.58437
H -4.92751 -0.85019 -2.47837
H -2.82402 3.85071 0.16634
C -2.72124 -0.44381 -0.14330
H -3.80315 -2.09398 -1.89291
H -5.07373 -2.14547 0.29606
H -6.12129 -2.52611 -1.07870
C -2.09003 0.70556 0.38347
C 0.56308 -0.85019 2.60709
H -0.98077 -2.80740 1.52492
O -2.59185 1.89279 -0.06790
N 1.54458 -0.92600 -1.73702
C 5.33829 0.91325 -0.29010
C 1.96708 0.45801 -1.82721
H -1.89342 3.09092 1.47302
H -6.17142 -0.91919 -0.33734
C 2.36540 0.42876 0.46863
C -2.31511 -1.69174 0.29630
C -1.05554 0.55571 1.28969
H 2.39231 0.64197 -2.81676
H 4.26786 -0.90765 -0.75794
H -0.56859 1.42588 1.70526
H 1.51935 1.10609 0.64534
H -0.93755 3.51582 -1.41100
C -1.28324 -1.82042 1.21278
H 0.03679 2.78830 -0.13337


Formula: C4H6F3NO2
Source: the OMol25 dataset
Level of theory: wB97M-V/def2-TZVPD

## Properties
HOMO-LUMO gap (alpha / beta) (Eh): 0.34359 / 0.30154
ΔE to the lowest compared entry with this formula, charge and spin (kJ/mol): 388.4
Lowest unoccupied orbital energy (alpha / beta) (eV): 0.62 / 0.50
F_max (eV Å⁻¹): 3.87

CARTESIAN COORDINATES (ANGSTROEM)
H 1.43654 1.25004 1.71844
H -1.90688 0.47925 1.19196
C -1.44396 -1.64728 -1.58578
F -1.13866 -2.90852 -1.50436
N 0.34028 0.91801 -0.05842
H -0.03797 1.78613 -0.39245
C 0.68278 0.63133 1.33679
C 0.64796 0.09752 -1.15565
F 0.47255 0.71415 -2.34285
C -0.40825 0.94004 2.40669
O 0.01004 1.46235 3.41607
O -1.66573 0.78771 2.15509
H 1.57252 -0.40763 -1.13329
H -1.79067 -1.35873 -2.55412
F -2.17811 -1.28920 -0.46297
H 0.73168 -0.45002 1.29841


Formula: C2H3FS3
Source: the OMol25 dataset
Level of theory: wB97M-V/def2-TZVPD

## Properties
HOMO-LUMO gap (Eh): 0.30005
ΔE to the lowest compared entry with this formula, charge and spin (kJ/mol): 159.4
Lowest unoccupied orbital energy (eV): -0.76
F_max (eV Å⁻¹): 3.66

CARTESIAN COORDINATES (ANGSTROEM)
H -1.73759 0.64141 -0.72483
H 3.28028 0.40393 1.00892
H -2.63270 -0.79278 -0.46807
S 2.65977 -0.70602 0.27426
C -1.76124 -0.28572 -0.29930
S 0.95964 1.73567 0.03773
C 1.26433 0.20674 -0.02262
S -0.41341 -1.21744 -0.88935
F -1.61907 0.01419 1.08325